(1)
{"formula": "C21H48N2O3", "method": "ωB97M-V/def2-TZVPD", "elements": ["C", "C", "N", "C", "C", "C", "C", "H", "H", "H", "H", "H", "H", "H", "H", "H", "H", "H", "H", "H", "H", "H", "C", "C", "N", "C", "C", "C", "C", "H", "H", "H", "H", "H", "H", "H", "H", "H", "H", "H", "H", "H", "H", "H", "C", "C", "C", "O", "H", "H", "H", "H", "H", "H", "C", "C", "C", "O", "H", "H", "H", "H", "H", "H", "C", "C", "C", "O", "H", "H", "H", "H", "H", "H"], "coordinates": [[0.72471, 2.52310, 2.84758], [2.07774, 3.07366, 2.36933], [2.02223, 3.44595, 0.95596], [1.45398, 4.76936, 0.70953], [1.07766, 4.97458, -0.76780], [3.31272, 3.28738, 0.27659], [4.48390, 4.14570, 0.72459], [0.83911, 1.77740, 3.63523], [0.22232, 2.02881, 2.01371], [0.04385, 3.30728, 3.17665], [2.31622, 3.96230, 2.97088], [2.87150, 2.33909, 2.48385], [0.52103, 4.87063, 1.26856], [2.15732, 5.52251, 1.08885], [0.65200, 4.03900, -1.13476], [0.31454, 5.74453, -0.85148], [1.94408, 5.19016, -1.39012], [3.08809, 3.29477, -0.79154], [3.61628, 2.24586, 0.43618], [4.61176, 4.09432, 1.80753], [4.40046, 5.20730, 0.46482], [5.42378, 3.88066, 0.24022], [-3.05648, -1.63513, -1.97888], [-2.46388, -2.86751, -1.28585], [-3.28444, -3.37372, -0.22860], [-2.66334, -4.42586, 0.56711], [-3.29238, -4.60097, 1.93204], [-4.64894, -3.69840, -0.61262], [-4.77899, -4.78736, -1.66853], [-2.28598, -1.14463, -2.56889], [-3.42600, -1.01999, -1.15385], [-3.87117, -1.88957, -2.65584], [-2.26024, -3.62499, -2.07228], [-1.46631, -2.62811, -0.90401], [-2.68163, -5.38615, 0.02178], [-1.57418, -4.35572, 0.66712], [-4.32573, -4.93774, 1.85262], [-2.80153, -5.40780, 2.49059], [-3.24574, -3.77534, 2.63749], [-5.21664, -2.81943, -0.94289], [-5.29795, -3.92428, 0.23820], [-4.18451, -5.68221, -1.47374], [-4.49965, -4.46222, -2.67310], [-5.80086, -5.16933, -1.74656], [4.34455, 0.56323, -2.39503], [5.71092, 1.22535, -2.38741], [6.83576, 0.53494, -3.12021], [5.86387, 2.26788, -1.79994], [4.35668, -0.39477, -2.90442], [3.59178, 1.27215, -2.72682], [4.13354, 0.37329, -1.33874], [7.48181, -0.03187, -2.44689], [7.45397, 1.19086, -3.72793], [6.39254, -0.21634, -3.77762], [1.53004, -0.41629, -0.08001], [0.74286, 0.14600, -1.24245], [-0.59098, 0.78263, -0.89415], [1.06569, 0.01103, -2.39564], [2.19082, 0.28968, 0.42921], [2.24917, -1.15320, -0.44643], [0.83507, -0.81447, 0.65612], [-0.43698, 1.79298, -0.50890], [-1.08166, 0.24991, -0.07527], [-1.26518, 0.80660, -1.74452], [-4.52642, -1.23211, 2.21566], [-3.24931, -0.47407, 1.95429], [-1.94326, -1.19285, 2.27453], [-3.24226, 0.64653, 1.51638], [-4.53320, -1.68292, 3.21137], [-4.64194, -2.01561, 1.46844], [-5.40147, -0.58088, 2.21918], [-1.29662, -0.39892, 2.64643], [-1.53909, -1.70550, 1.40190], [-2.07940, -1.95112, 3.04321]], "forces_ev_per_a": [[0.0, -0.2, -0.3], [-0.7, 0.6, -0.2], [0.3, -0.1, -0.2], [-0.2, -0.2, -0.1], [0.3, -0.4, 0.5], [-0.2, -1.1, -0.1], [0.2, 1.0, -0.2], [0.0, 0.2, 0.2], [0.1, -0.1, -0.1], [0.1, 0.0, 0.2], [0.3, -0.2, 0.2], [0.0, -0.1, 0.1], [0.1, -0.1, 0.3], [-0.2, 0.3, -0.1], [-0.1, 0.0, 0.0], [0.2, 0.2, -0.2], [-0.1, 0.2, -0.1], [0.4, 0.5, -0.1], [0.0, 0.0, 0.1], [0.0, -0.1, 0.0], [-0.4, 0.0, 0.1], [-0.1, -0.5, 0.0], [0.1, -0.5, 0.7], [0.5, -0.2, -1.5], [-0.2, 0.3, 1.2], [0.3, -0.7, -0.3], [-0.1, -1.0, 0.7], [-0.9, 0.1, -0.3], [-0.3, -0.6, -0.5], [0.0, 0.2, 0.1], [0.0, 0.5, -0.4], [-0.1, 0.0, 0.1], [-0.1, -0.1, 0.2], [-0.2, 0.1, 0.3], [-0.5, -0.1, 0.1], [-0.1, 1.0, 0.0], [-0.1, 0.2, 0.0], [0.1, -0.1, -0.3], [0.0, 0.4, -0.5], [0.7, 0.2, -0.4], [0.7, -0.5, 0.4], [0.2, 0.1, 0.2], [0.0, 0.2, 0.1], [-0.1, 0.3, 0.1], [0.7, -0.1, 0.8], [-0.2, 0.1, -0.1], [-0.2, -0.8, -0.5], [0.2, 0.3, 0.1], [-0.4, 0.1, -0.3], [-0.1, -0.2, -0.3], [-0.2, 0.0, 0.0], [0.0, 0.2, 0.2], [0.0, 0.3, 0.2], [0.2, 0.1, -0.1], [0.7, -0.1, -0.2], [-1.0, 0.1, 0.3], [0.1, 0.0, 0.4], [0.5, -0.1, -0.2], [-0.5, 0.5, 0.0], [-0.4, -0.3, 0.0], [0.2, -0.2, 0.1], [0.1, 0.1, -0.1], [0.0, 0.0, -0.1], [0.2, 0.1, -0.1], [-0.5, 0.3, 0.5], [-0.1, -0.8, 0.1], [-0.4, 0.4, 0.4], [0.0, 0.4, -0.2], [0.3, -0.2, -0.1], [0.1, -0.1, 0.0], [0.2, 0.2, -0.4], [0.4, -0.2, -0.2], [0.0, 0.2, -0.1], [0.0, 0.0, 0.1]], "lowdin_charge": [-0.082, -0.256, -0.206, -0.252, -0.076, -0.269, -0.078, 0.065, 0.054, 0.066, 0.111, 0.109, 0.110, 0.108, 0.065, 0.069, 0.066, 0.103, 0.093, 0.071, 0.069, 0.060, -0.070, -0.274, -0.197, -0.256, -0.085, -0.268, -0.082, 0.067, 0.076, 0.069, 0.118, 0.104, 0.107, 0.116, 0.069, 0.079, 0.044, 0.113, 0.101, 0.065, 0.068, 0.075, -0.019, -0.484, -0.020, 0.063, 0.076, 0.087, 0.072, 0.089, 0.083, 0.069, -0.011, -0.480, -0.013, 0.061, 0.068, 0.082, 0.065, 0.076, 0.051, 0.075, -0.020, -0.490, -0.014, 0.068, 0.083, 0.055, 0.084, 0.079, 0.063, 0.067], "total_energy_ha": -1164.11106, "smiles": "CCN(CC)CC.CCN(CC)CC.CC(C)=O.CC(C)=O.CC(C)=O", "spin_multiplicity": 1, "total_charge": 0, "lumo_ev": 0.7, "largest_force_ha_per_bohr": 0.031}



(2)
{"formula": "C18H32MnN3OPSi", "method": "ωB97M-V/def2-TZVPD", "elements": ["Mn", "Si", "P", "N", "H", "C", "H", "H", "H", "C", "H", "H", "H", "C", "H", "H", "H", "C", "H", "H", "H", "H", "H", "C", "C", "C", "C", "C", "C", "H", "H", "H", "H", "H", "C", "O", "C", "H", "H", "H", "C", "H", "H", "H", "N", "C", "C", "C", "C", "C", "N", "H", "H", "H", "H", "H", "H"], "coordinates": [[-0.41512, 0.09794, 0.62820], [1.70558, 0.42231, -1.32101], [-0.24570, 0.65653, -2.54449], [-0.77642, -1.45787, -0.15695], [-0.53541, 2.80324, 1.85760], [-2.04880, 0.70586, -2.22799], [-2.57901, 0.90928, -3.16770], [-2.28363, 1.48951, -1.49742], [-2.37265, -0.25795, -1.81875], [0.06297, 2.24448, -3.38419], [-0.59077, 2.29211, -4.26403], [1.10887, 2.33834, -3.70165], [-0.17898, 3.07653, -2.70796], [-0.11753, -0.67460, -3.77816], [-0.43572, -0.28695, -4.75325], [-0.77536, -1.50327, -3.48612], [0.90745, -1.05244, -3.85049], [2.51800, 2.01481, -0.72976], [2.33335, 2.13393, 0.34654], [2.16789, 2.91130, -1.25877], [3.60078, 1.89673, -0.89290], [1.64523, -0.45945, -0.10380], [2.63645, -0.30794, -2.22617], [-0.58278, -2.72531, -0.46227], [-1.44924, -5.01846, -0.47170], [-1.65723, -3.66343, -0.29572], [0.66909, -3.22955, -0.95485], [0.85846, -4.59078, -1.13069], [-0.18689, -5.49236, -0.87649], [-2.26321, -5.72057, -0.29874], [-2.63173, -3.26170, -0.00342], [1.47262, -2.51463, -1.15319], [1.83174, -4.95686, -1.46223], [-0.02816, -6.56202, -1.01373], [-1.16450, 2.98860, 0.96077], [-1.04186, 1.80704, 0.19382], [-2.60762, 3.22846, 1.36230], [-2.74740, 4.24965, 1.72962], [-2.93026, 2.55509, 2.15773], [-3.26960, 3.09150, 0.49521], [-0.59037, 4.14669, 0.16266], [-1.10872, 4.23145, -0.80705], [0.48060, 4.03305, -0.02839], [-0.72862, 5.09465, 0.69978], [-0.40244, -2.14935, 2.81274], [0.50041, -1.22163, 3.18023], [1.33704, -1.39153, 4.29886], [2.18220, -0.34920, 4.67010], [2.16728, 0.83914, 3.92853], [1.33765, 0.94746, 2.82168], [0.54288, -0.08478, 2.42022], [-1.01509, -2.00185, 2.00740], [-0.50668, -3.00570, 3.33707], [1.28161, -2.34847, 4.82304], [2.83882, -0.45587, 5.53083], [2.80222, 1.68936, 4.19826], [1.27834, 1.84948, 2.20685]], "forces_ev_per_a": [[-0.3, -0.4, -0.5], [-0.4, -0.4, 1.9], [-0.1, -0.1, -0.1], [-0.1, 1.5, 0.2], [-0.4, 0.7, 0.0], [-0.1, 0.1, 0.5], [0.4, -0.1, -0.1], [0.2, -0.3, -0.2], [0.2, 0.2, 0.0], [-0.1, 0.1, -0.4], [0.2, 0.1, 0.1], [-0.2, -0.1, 0.0], [0.1, -0.3, -0.1], [0.1, 0.0, -0.3], [0.0, -0.1, 0.1], [0.2, 0.2, 0.1], [-0.2, 0.1, 0.0], [-0.1, 0.2, -0.4], [0.0, 0.0, -0.4], [0.2, -0.2, 0.2], [-0.3, 0.1, 0.1], [0.2, 0.1, -0.4], [-0.3, 0.2, -0.4], [-0.1, -1.5, -0.5], [0.5, -0.1, -0.3], [0.5, 0.1, -0.1], [-0.6, 0.0, 0.3], [-0.3, -0.2, 0.1], [0.0, -0.1, 0.0], [0.1, 0.1, -0.1], [0.3, -0.1, 0.0], [-0.2, -0.3, 0.1], [-0.3, 0.0, 0.0], [0.0, 0.3, 0.0], [0.8, -1.1, -0.2], [-0.1, 0.9, 0.3], [-0.3, 0.3, 0.1], [0.0, 0.0, 0.0], [0.0, -0.1, -0.1], [0.2, 0.0, 0.2], [-0.1, 0.6, 0.0], [0.1, -0.1, 0.3], [-0.1, -0.1, 0.0], [0.0, -0.1, -0.1], [-0.2, -0.4, 0.1], [-0.3, 0.7, -0.6], [0.4, 0.4, 0.2], [-0.5, -0.6, -0.4], [0.1, 0.7, -0.2], [-0.1, -1.2, 0.4], [0.5, 0.4, 0.7], [0.4, 0.1, 0.0], [0.2, 0.3, -0.1], [0.2, 0.4, 0.0], [-0.1, 0.0, -0.2], [-0.3, -0.4, 0.0], [0.1, -0.3, 0.3]], "nbo_charge": [0.976, 0.927, 1.108, -1.013, 0.136, -0.941, 0.232, 0.296, 0.286, -0.971, 0.241, 0.243, 0.266, -0.963, 0.239, 0.278, 0.255, -1.103, 0.245, 0.241, 0.249, -0.134, -0.164, 0.142, -0.222, -0.245, -0.301, -0.192, -0.296, 0.202, 0.199, 0.193, 0.200, 0.202, 0.107, -0.967, -0.622, 0.199, 0.215, 0.205, -0.616, 0.194, 0.200, 0.204, -0.778, 0.424, -0.302, -0.140, -0.308, 0.055, -0.579, 0.436, 0.398, 0.221, 0.222, 0.222, 0.203], "total_energy_ha": -2726.32389, "s2": 4.09, "spin_multiplicity": 4, "total_charge": 0, "lumo_ev": [0.5, 0.5], "largest_force_ha_per_bohr": 0.038}



(3)
{"formula": "C25H29N3O6S", "method": "ωB97M-V/def2-TZVPD", "elements": ["C", "C", "C", "C", "O", "N", "C", "C", "C", "C", "C", "O", "N", "C", "O", "C", "N", "S", "O", "O", "C", "C", "C", "C", "C", "C", "C", "C", "C", "C", "C", "C", "C", "O", "C", "H", "H", "H", "H", "H", "H", "H", "H", "H", "H", "H", "H", "H", "H", "H", "H", "H", "H", "H", "H", "H", "H", "H", "H", "H", "H", "H", "H", "H"], "coordinates": [[-2.39518, -4.52828, 2.08131], [-2.30669, -3.06588, 1.66179], [-1.37316, -2.90774, 0.45627], [0.08167, -3.19546, 0.86367], [0.59461, -4.27478, 0.63491], [0.69455, -2.20454, 1.52895], [2.10632, -2.27775, 1.85426], [2.84858, -1.13845, 1.24020], [3.55989, -0.11499, 1.79357], [3.96776, 0.71029, 0.71710], [3.47430, 0.12561, -0.40648], [2.80525, -0.99397, -0.09999], [-1.50737, -1.62860, -0.24328], [-1.84737, -0.46519, 0.33564], [-2.03850, -0.30808, 1.52993], [-1.95816, 0.75659, -0.58675], [-1.29460, 1.88275, 0.05336], [0.37159, 1.58740, 0.06958], [0.75843, 1.31133, -1.28168], [0.68667, 0.59925, 1.06652], [1.02547, 3.16043, 0.57953], [0.87990, 4.24538, -0.26405], [1.38612, 5.47138, 0.12369], [2.03961, 5.61703, 1.34632], [2.58325, 6.95315, 1.74674], [2.17616, 4.50883, 2.17438], [1.66861, 3.27756, 1.79461], [-1.22018, -1.72054, -1.63732], [0.08797, -1.78107, -2.08144], [0.35280, -1.91181, -3.43496], [-0.69352, -1.98594, -4.33391], [-2.00886, -1.92772, -3.89992], [-2.28783, -1.79554, -2.54631], [-3.53546, -1.72008, -2.00123], [-4.64697, -1.78073, -2.86193], [-1.40614, -4.92486, 2.29491], [-2.83716, -5.12966, 1.28971], [-3.00978, -4.62568, 2.97281], [-1.94765, -2.45833, 2.49126], [-3.29640, -2.69892, 1.38249], [-1.63746, -3.68094, -0.27683], [0.28115, -1.28185, 1.58685], [2.24331, -2.24771, 2.93966], [2.46159, -3.24077, 1.46915], [3.76524, 0.03242, 2.83423], [4.54253, 1.61234, 0.77665], [3.51367, 0.40508, -1.43995], [-3.01310, 1.00265, -0.73339], [-1.46925, 0.60671, -1.54724], [-1.60588, 1.93325, 1.01960], [0.37969, 4.10713, -1.20866], [1.27962, 6.32853, -0.52478], [3.06725, 6.90438, 2.71809], [1.78110, 7.68813, 1.79288], [3.30801, 7.30105, 1.01239], [2.68385, 4.60900, 3.12226], [1.76741, 2.40171, 2.41575], [0.89320, -1.70906, -1.36873], [1.37332, -1.95379, -3.77982], [-0.49493, -2.08957, -5.39016], [-2.80661, -1.98801, -4.62321], [-5.52092, -1.70211, -2.21730], [-4.64773, -0.95107, -3.57605], [-4.68364, -2.72986, -3.40567]], "forces_ev_per_a": [[0.0, 0.2, -0.1], [0.0, -0.2, 0.1], [-0.2, -0.2, 0.3], [-0.4, -0.1, -0.1], [0.0, -0.3, -0.1], [0.2, 0.4, 0.2], [0.1, -0.1, -0.3], [0.4, 0.2, 1.0], [-0.3, -0.7, -0.1], [0.0, -0.1, -0.6], [0.5, 0.8, 0.2], [-0.3, -0.6, -0.1], [0.2, -0.4, -0.2], [-0.4, 0.3, -0.1], [-0.1, 0.0, 0.1], [0.0, -0.2, -0.1], [0.9, 0.3, -0.1], [-0.2, 0.5, 0.3], [-0.1, 0.2, -0.3], [0.0, 0.4, 0.2], [-0.3, -0.5, 0.0], [0.0, 0.1, -0.1], [0.0, -0.2, 0.0], [0.0, -0.1, 0.0], [0.0, 0.0, 0.0], [0.0, 0.0, -0.1], [0.0, -0.2, 0.1], [-0.1, 0.1, -0.3], [-0.3, 0.0, 0.0], [0.0, 0.0, -0.1], [0.1, 0.0, 0.0], [-0.3, 0.0, 0.1], [0.2, -0.1, 0.1], [0.4, 0.0, 0.1], [-0.2, 0.0, -0.2], [0.1, -0.1, 0.1], [0.0, -0.1, -0.1], [0.0, 0.0, 0.1], [-0.1, 0.0, -0.1], [0.0, 0.1, 0.0], [0.1, 0.1, 0.1], [-0.2, -0.2, -0.1], [0.1, 0.0, -0.1], [0.0, 0.2, 0.2], [0.0, 0.0, 0.3], [0.1, 0.2, -0.1], [0.0, 0.0, -0.2], [0.1, -0.1, 0.0], [-0.3, 0.0, 0.0], [0.0, 0.0, 0.2], [-0.1, 0.1, -0.2], [0.0, 0.1, -0.1], [0.0, 0.0, 0.1], [0.0, 0.1, 0.0], [0.1, 0.1, 0.0], [0.0, 0.0, 0.1], [0.0, -0.1, 0.1], [0.1, 0.0, 0.1], [0.1, 0.0, 0.0], [0.0, 0.0, -0.1], [-0.1, 0.0, 0.0], [0.0, 0.0, -0.1], [0.0, 0.0, 0.0], [0.0, 0.0, 0.0]], "nbo_charge": [-0.608, -0.395, -0.123, 0.677, -0.635, -0.627, -0.273, 0.293, -0.310, -0.330, 0.097, -0.414, -0.467, 0.698, -0.654, -0.350, -0.826, 2.286, -0.941, -0.970, -0.276, -0.173, -0.221, 0.017, -0.632, -0.214, -0.193, 0.159, -0.201, -0.219, -0.184, -0.306, 0.277, -0.501, -0.250, 0.218, 0.200, 0.210, 0.230, 0.211, 0.228, 0.439, 0.210, 0.250, 0.222, 0.226, 0.210, 0.236, 0.247, 0.407, 0.236, 0.216, 0.218, 0.225, 0.225, 0.215, 0.247, 0.247, 0.218, 0.215, 0.221, 0.203, 0.177, 0.180], "total_energy_ha": -1983.95408, "smiles": "CC[C@H](C(=O)NCc1ccco1)N(C(=O)CNS(=O)(=O)c1ccc(C)cc1)c1ccccc1OC", "spin_multiplicity": 1, "total_charge": 0, "lumo_ev": 0.5, "largest_force_ha_per_bohr": 0.021}



ΔE to the lowest compared entry with this formula, charge and spin readings, ordered: 0.0; 0.0; 40.7 kcal per mole